The following is a quantum chemistry calculation of a 2-piece molecular cluster, C4H6N2 overall in a non-equilibrium geometry, from the Open Molecules 2025 dataset.

Values from the calculation:
highest occupied orbital energy = -7.4 eV
DFT total energy = -7219.991 eV

Last column: natural (NBO) charge in e.
Geometry (Å):
C: -0.9466 -2.7334 1.4752  -0.216
C: -1.9503 -2.2714 2.0494  -0.247
C: 0.3962 0.6206 -0.4802  0.264
C: 2.2727 1.7465 -1.6734  -0.216
N: 1.2811 1.3225 -1.0400  -0.350
N: -0.8288 0.7651 0.0265  -0.803
H: -0.3709 -3.5320 1.0962  0.233
H: -2.5125 -1.4686 2.4436  0.229
H: 2.9281 2.4134 -1.0062  0.159
H: 2.5546 1.7142 -2.6898  0.186
H: -1.3615 -0.1055 0.1610  0.406
H: -1.4621 1.5286 -0.3624  0.356

The following is a quantum chemistry calculation of a single C4H6N2 molecule in a non-equilibrium geometry, from the Open Molecules 2025 dataset.

Values from the calculation:
SMILES = C[C@H]1N[C@H]1C#N
highest occupied orbital energy = -10.1 eV
DFT total energy = -7223.957 eV

Last column: natural (NBO) charge in e.
Geometry (Å):
C: -1.2284 0.8131 -0.2528  -0.633
C: -0.5354 -0.4516 0.1844  -0.043
N: 0.0333 -1.3866 -0.7804  -0.543
C: 0.9285 -0.6398 0.0952  -0.204
C: 1.7814 0.3906 -0.4257  0.246
N: 2.7063 1.0559 -0.6144  -0.299
H: -0.6752 1.3314 -1.0442  0.219
H: -2.2242 0.5646 -0.6334  0.223
H: -1.3514 1.5068 0.5857  0.228
H: -0.9805 -0.9537 1.0373  0.206
H: 0.0439 -0.9870 -1.7190  0.358
H: 1.4888 -1.1967 0.8401  0.242

The following is a quantum chemistry calculation of a single C4H6N2 molecule in a non-equilibrium geometry, from the Open Molecules 2025 dataset.

Values from the calculation:
SMILES = C1=NN[C@@H]2C[C@H]12
highest occupied orbital energy = -8.6 eV
DFT total energy = -7222.794 eV

Last column: natural (NBO) charge in e.
Geometry (Å):
C: 1.1196 -0.1056 0.5943  -0.430
C: 0.2896 -0.8780 -0.3775  -0.076
C: -0.9122 1.0438 -0.1404  0.031
C: 0.4024 0.6392 -0.4935  -0.325
H: 2.2516 0.0232 0.5779  0.240
H: 0.6109 0.0573 1.5387  0.219
H: 0.7381 -1.5206 -1.1808  0.226
H: -1.5032 -1.6869 0.5331  0.375
H: -1.1539 2.1577 0.0378  0.198
H: 1.0332 1.1923 -1.1759  0.237
N: -1.1399 -1.0682 -0.1727  -0.459
N: -1.7364 0.1457 0.2588  -0.235

The following is a quantum chemistry calculation of C4H6N2 as an isolated structure, from the Open Molecules 2025 dataset.

Values from the calculation:
highest occupied orbital energy = -8.6 eV
DFT total energy = -7221.585 eV

Last column: natural (NBO) charge in e.
Geometry (Å):
C: 1.3466 -1.2269 0.3188  -0.621
C: 0.1837 -0.3332 0.0062  -0.188
C: 0.2102 1.0222 -0.1939  0.000
N: -1.0595 1.4557 -0.3749  -0.377
N: -1.9135 0.3886 -0.4387  -0.385
C: -1.1755 -0.7673 -0.1774  -0.128
H: 1.4084 -2.0487 -0.4013  0.227
H: 2.2952 -0.6801 0.2955  0.208
H: 1.2399 -1.6744 1.3131  0.222
H: 1.0387 1.7204 -0.2238  0.220
H: -1.3752 2.3725 -0.6517  0.409
H: -2.1991 -0.2288 0.5280  0.413

The following is a quantum chemistry calculation of a single C4H6N2 molecule, from the Open Molecules 2025 dataset.

Values from the calculation:
highest occupied orbital energy = -8.4 eV
DFT total energy = -7221.304 eV

Last column: natural (NBO) charge in e.
Geometry (Å):
C: -1.1437 -0.7945 0.2475  -0.573
C: -0.3249 0.7796 -1.0429  -0.062
C: 0.1912 -0.5230 -0.5743  -0.222
N: 1.3209 -0.2171 0.2847  -0.351
N: 1.3541 1.0577 0.5613  -0.102
C: 0.3906 1.6415 -0.1517  -0.237
H: -1.7622 0.0954 0.4065  0.249
H: -1.7534 -1.4861 -0.3327  0.233
H: -0.8733 -1.2065 1.2193  0.217
H: 0.3956 -1.3581 -1.2465  0.239
H: 1.9718 -0.8342 0.7505  0.402
H: 0.2314 2.7035 -0.0155  0.207

The following is a quantum chemistry calculation of a single C4H6N2 molecule, from the Open Molecules 2025 dataset.

Values from the calculation:
SMILES = Cc1cnc[nH]1
highest occupied orbital energy = -8.6 eV
DFT total energy = -7225.508 eV

Last column: natural (NBO) charge in e.
Geometry (Å):
C: 1.5689 0.4320 -0.5378  -0.640
C: 0.2785 -0.1529 -0.0890  0.084
C: -0.4379 -1.2864 -0.3380  -0.102
N: -1.6940 -1.2181 0.2006  -0.455
C: -1.7649 -0.0406 0.7553  0.162
N: -0.6019 0.6354 0.6358  -0.523
H: 2.3137 -0.3249 -0.7713  0.233
H: 1.4295 1.0500 -1.4258  0.220
H: 1.9870 1.1185 0.2017  0.214
H: -0.0867 -2.1529 -0.8788  0.204
H: -2.6055 0.3734 1.2916  0.193
H: -0.3867 1.5665 0.9557  0.411

The following is a quantum chemistry calculation of a 2-piece molecular cluster, C4H6N2 overall, from the Open Molecules 2025 dataset.

Values from the calculation:
highest occupied orbital energy (alpha / beta) = -9.0 / -9.0 eV
DFT total energy = -7219.795 eV

Last column: natural (NBO) charge in e.
Geometry (Å):
C: -1.9274 -0.3501 0.0242  -0.671
C: -0.4778 -0.6242 -0.0583  -0.065
C: 0.5337 -1.3070 -0.1826  -0.247
N: 2.3331 0.0594 0.1337  -0.436
N: 1.6494 1.1126 0.1513  -0.081
C: 0.5223 1.5413 0.2156  0.019
H: -2.2135 0.5735 -0.4861  0.226
H: -2.4877 -1.1781 -0.4247  0.224
H: -2.2417 -0.2659 1.0703  0.231
H: 1.2196 -2.1156 -0.3035  0.238
H: 2.9154 0.0501 -0.7077  0.348
H: 0.1745 2.5041 0.5679  0.214

The following is a quantum chemistry calculation of C4H6N2 as an isolated structure in a non-equilibrium geometry, from the Open Molecules 2025 dataset.

Values from the calculation:
highest occupied orbital energy = -8.2 eV
DFT total energy = -7218.774 eV

Last column: natural (NBO) charge in e.
Geometry (Å):
C: -1.7645 0.4438 0.2837  -0.058
C: -2.1962 -0.4789 -0.4604  -0.017
C: 1.1521 0.6354 -0.3419  -0.305
C: 1.5896 -0.5061 0.3753  -0.289
N: -0.9958 -0.7407 0.3824  -0.269
N: 0.5534 -0.6666 -0.6121  -0.289
H: -1.6369 1.3831 0.6750  0.219
H: -2.9639 -0.9420 -1.0281  0.235
H: 0.5825 1.3344 0.2376  0.180
H: 1.7323 1.0185 -1.2243  0.202
H: 2.5707 -0.9681 0.2563  0.196
H: 1.3767 -0.5126 1.4568  0.195

The following is a quantum chemistry calculation of a single C4H6N2 molecule, from the Open Molecules 2025 dataset.

Values from the calculation:
SMILES = Nc1ccc[nH]1
highest occupied orbital energy = -7.8 eV
DFT total energy = -7223.810 eV

Last column: natural (NBO) charge in e.
Geometry (Å):
N: 1.8745 -0.2862 -0.0331  -0.851
C: 0.6551 0.2350 0.5335  0.206
C: -0.2070 1.2389 0.0630  -0.291
C: -1.4189 0.5959 -0.2847  -0.316
C: -1.3108 -0.7399 0.0671  -0.073
N: -0.1216 -0.8880 0.6831  -0.484
H: 1.6219 -0.3758 -1.0212  0.362
H: 2.7300 0.2299 0.0489  0.370
H: -0.0174 2.3030 -0.0577  0.222
H: -2.2581 1.0353 -0.8053  0.223
H: -1.8919 -1.6168 -0.1695  0.214
H: 0.3442 -1.7312 0.9759  0.418

The following is a quantum chemistry calculation of a single C4H6N2 molecule in a non-equilibrium geometry, from the Open Molecules 2025 dataset.

Values from the calculation:
SMILES = C/C(C#N)=C/N
highest occupied orbital energy = -8.4 eV
DFT total energy = -7224.896 eV

Last column: natural (NBO) charge in e.
Geometry (Å):
C: 0.0934 1.7469 -0.4103  -0.609
C: 0.2231 0.2991 0.0472  -0.285
C: -0.6548 -0.6834 -0.2806  0.107
C: 1.2967 -0.0390 0.9151  0.265
H: 0.8791 2.3569 0.0426  0.231
H: -0.8626 2.1697 -0.0595  0.216
H: 0.1468 1.8453 -1.5092  0.218
H: -1.4926 -0.4053 -0.9252  0.199
H: -1.3120 -2.6200 -0.2227  0.398
H: 0.1496 -2.3367 0.6600  0.409
N: -0.6278 -1.9787 0.1166  -0.788
N: 2.1612 -0.3548 1.6261  -0.361

The following is a quantum chemistry calculation of a single C4H6N2 molecule in a non-equilibrium geometry, from the Open Molecules 2025 dataset.

Values from the calculation:
SMILES = [H]/N=C/[C@@H](C)C#N
highest occupied orbital energy = -10.4 eV
DFT total energy = -7222.926 eV

Last column: natural (NBO) charge in e.
Geometry (Å):
C: 0.6397 -1.4469 0.3169  -0.598
C: -0.1224 -0.1231 0.3517  -0.391
C: -0.1423 0.6328 -1.0010  0.129
N: -0.6379 1.7955 -1.0860  -0.566
N: -0.6995 1.7531 1.9628  -0.300
C: -0.2004 0.8737 1.3981  0.234
H: 0.0076 -2.1643 -0.2284  0.222
H: 1.6162 -1.4385 -0.1799  0.217
H: 0.7631 -1.8151 1.3345  0.230
H: 0.3791 0.1373 -1.8441  0.167
H: -0.5250 2.1869 -2.0217  0.347
H: -1.0781 -0.3912 0.9970  0.310

The following is a quantum chemistry calculation of a single C4H6N2 molecule in a non-equilibrium geometry, from the Open Molecules 2025 dataset.

Values from the calculation:
highest occupied orbital energy (alpha / beta) = -8.4 / -8.3 eV
DFT total energy = -7219.519 eV

Last column: natural (NBO) charge in e.
Geometry (Å):
C: 1.0515 -0.8353 -0.1316  -0.691
C: 0.2004 0.2053 -0.7925  0.176
N: -0.9811 -0.2547 -1.3724  -0.545
C: -1.0514 0.7637 -0.2810  -0.228
C: -0.9102 0.5788 1.1303  0.296
N: -0.0094 1.0551 1.8458  -0.628
H: 0.3855 -1.6108 0.3047  0.209
H: 1.6705 -1.3150 -0.8930  0.241
H: 1.6953 -0.4733 0.6734  0.236
H: 0.7037 1.4195 1.1550  0.334
H: -1.1970 -1.2207 -1.1064  0.346
H: -1.5577 1.6875 -0.5323  0.254